(1)
120
Properties=species:S:1:pos:R:3:forces:R:3:lowdin_charge:R:1 method="wB97M-V/def2-TZVPD" gap_ev="7.87 / 4.17" homo_ev="-13.992 / -13.991" spin_multiplicity=2 charge=+2 total_energy_ev=-215844.851
Ca 2.330870 1.037821 -2.392738 0.95 0.05 -1.46 1.548
Ca -1.242500 3.393121 1.777522 0.07 -1.63 2.02 1.621
N -0.536840 3.523571 -0.268138 4.06 0.63 0.09 -0.468
S 1.058240 4.005261 -0.527688 3.02 5.58 2.53 0.571
O 1.293900 5.448111 -0.715258 -1.19 -3.80 -0.42 -0.198
O 1.880640 3.089561 -1.242668 -0.14 -0.73 -0.28 -0.346
F 1.515670 3.910731 0.956942 -0.32 -1.15 0.72 -0.147
S -0.955570 3.818481 -1.707048 -7.09 1.78 -8.94 0.529
O -0.570990 2.792301 -2.698188 0.48 2.00 2.31 -0.280
O -1.057130 5.245551 -2.124408 1.02 -4.13 1.54 -0.226
F -2.533000 3.438951 -1.557298 1.02 0.14 0.78 -0.185
N 1.203110 0.329851 -0.658718 -3.34 -1.67 -4.07 -0.407
S -0.236160 -0.527959 -0.764838 -4.95 -3.61 -5.89 0.654
O -1.482330 0.225021 -0.515708 3.32 -1.36 0.42 -0.241
O -0.188400 -1.994119 -0.599598 0.19 4.00 0.36 -0.218
F -0.148340 -0.419039 -2.399888 0.10 0.10 0.83 -0.213
S 1.168590 0.307531 0.786792 7.66 -1.14 13.65 0.414
O 1.459440 -0.996019 1.466942 -2.81 2.71 -2.05 -0.229
O 0.411440 1.317191 1.476392 -1.47 -0.12 -0.37 -0.324
F 2.644630 0.882951 1.103562 -0.39 0.85 -0.86 -0.174
N -3.636040 -3.531109 -5.335598 -2.35 -1.13 2.87 -0.003
S -4.502100 -3.998299 -3.885128 -8.69 -5.35 2.27 0.654
O -4.926750 -3.007939 -2.924298 2.23 -0.04 -1.47 -0.204
O -4.384710 -5.396269 -3.358758 2.11 3.94 -1.82 -0.191
F -5.905090 -4.244859 -4.637588 1.59 0.87 -0.41 -0.161
S -2.327180 -3.264659 -4.512228 9.44 3.66 -0.27 0.539
O -1.473680 -4.396569 -4.136668 -2.96 1.62 0.30 -0.177
O -2.301370 -1.998229 -3.703358 -0.88 -4.12 -2.01 -0.223
F -1.521970 -2.839859 -5.830318 -0.48 0.41 0.52 -0.172
C -5.227520 -0.360879 -0.618508 -0.57 -0.75 1.34 -0.006
C -4.998050 0.736461 -1.608318 -1.11 0.58 -0.15 -0.302
C -4.077330 0.329671 -2.663168 1.04 -1.46 -1.92 -0.125
O -4.680730 0.729301 -3.940438 0.55 -0.27 1.00 0.076
C -6.004720 0.852591 -3.695328 -2.49 -1.22 -1.65 -0.519
O -6.902800 0.700051 -4.517808 2.62 0.96 2.06 0.144
O -6.226950 1.011981 -2.368498 0.63 0.38 0.88 0.105
H -5.660440 -1.286439 -0.997998 0.30 0.11 -0.84 0.091
H -5.933070 -0.184069 0.193312 -0.04 0.89 0.02 0.081
H -4.300420 -0.643659 -0.119888 0.35 0.07 -0.15 0.083
H -4.429630 1.579431 -1.215388 -1.49 0.86 0.78 0.140
H -4.026160 -0.757189 -2.598168 0.39 -0.03 -0.74 0.091
H -3.089440 0.768701 -2.523808 -0.03 -0.02 -0.50 0.115
C 1.506520 0.301581 8.884762 2.10 0.59 1.59 -0.067
O 1.123660 0.478131 7.559622 -0.63 -0.37 -3.48 -0.058
C 2.060400 0.424981 6.519612 0.11 -0.87 1.77 -0.539
O 3.243170 0.517621 6.686992 -0.48 0.33 0.07 0.149
O 1.578700 0.178641 5.281172 -0.91 0.43 1.27 0.000
C 0.219400 -0.262189 5.058152 -0.03 0.06 -0.39 -0.024
H 0.677390 0.265991 9.591422 -0.36 -0.21 -0.73 0.103
H 2.121800 1.142121 9.205742 -0.02 0.30 -0.02 0.096
H 2.183270 -0.538149 9.042782 -0.34 -0.39 -0.29 0.104
H -0.568720 0.204551 5.649032 0.44 0.54 0.18 0.094
H 0.088070 -1.330279 5.231462 0.47 -0.07 -0.11 0.103
H 0.098080 -0.020399 4.002252 -0.33 -0.25 0.07 0.069
C 5.448670 2.648771 0.465112 -1.71 2.46 0.40 -0.053
O 6.048180 1.417491 0.205352 -0.04 -1.73 -0.24 0.062
C 5.291360 0.416931 -0.288308 0.66 -1.49 1.30 -0.482
O 4.246390 0.529951 -0.897748 -0.11 0.63 -0.83 -0.015
O 5.818410 -0.797839 0.060362 0.88 3.11 0.13 0.036
C 5.134340 -1.981669 -0.213288 -2.69 -0.14 -0.82 -0.046
H 4.823630 2.727401 1.354632 -0.33 -1.27 0.16 0.070
H 4.800330 3.039991 -0.318928 0.17 -0.41 -0.46 0.090
H 6.086850 3.492151 0.728792 1.27 -0.74 -0.70 0.113
H 4.896600 -2.543599 0.689942 1.12 -0.17 0.09 0.118
H 5.528760 -2.527609 -1.070308 0.57 -0.12 0.49 0.113
H 4.116500 -1.729289 -0.510608 -0.04 0.16 -0.28 0.062
C 3.223640 0.251261 -6.298528 0.86 -0.63 -0.37 -0.027
O 1.827430 0.364791 -6.573948 0.14 1.25 2.12 0.023
C 1.031370 0.839171 -5.592848 -2.75 -1.63 -2.15 -0.511
O 1.262330 1.172251 -4.441398 0.72 0.09 -0.64 -0.042
O -0.206440 0.708851 -6.155178 0.03 0.10 1.32 0.021
C -1.419430 0.780741 -5.308328 0.59 0.54 1.15 0.012
H 3.504270 -0.608319 -6.907198 0.33 0.28 -0.10 0.104
H 3.501490 -0.016299 -5.279068 -0.61 0.07 0.19 0.072
H 3.802140 1.130181 -6.582998 -0.34 0.07 -0.22 0.108
H -1.416220 0.044511 -4.504538 0.69 -0.05 -0.06 0.049
H -2.376050 0.575941 -5.788988 0.67 0.22 -1.11 0.106
H -1.453450 1.765521 -4.842328 -0.06 -0.02 -0.15 0.086
C 0.680190 3.543221 6.436612 -1.76 1.36 0.61 -0.047
O 1.770410 3.404261 5.553722 -1.33 -0.50 -2.03 -0.017
C 1.485870 3.265111 4.188432 2.06 -0.52 2.96 -0.478
O 0.372190 3.294491 3.649422 1.09 0.39 0.23 -0.033
O 2.658070 3.064641 3.623282 -3.00 -0.42 -2.14 0.006
C 3.902460 2.839801 4.271542 0.63 0.22 0.45 0.019
H 0.023190 2.683931 6.571052 0.54 -0.40 -0.28 0.092
H 0.034800 4.358611 6.109962 -0.11 0.03 -0.41 0.094
H 0.968160 3.914351 7.420202 0.82 -0.50 -0.15 0.113
H 4.005570 3.680081 4.958132 0.89 -0.17 -0.21 0.117
H 4.573790 2.752101 3.417302 0.27 0.70 0.39 0.085
H 4.033070 1.895291 4.799672 -0.91 -0.03 0.19 0.097
C -1.591760 -2.508129 2.789132 0.57 0.87 -0.78 -0.038
C -2.750150 -1.554149 3.050142 -0.79 -1.62 0.60 -0.198
O -2.416170 -0.291069 2.450912 -1.78 2.46 -0.86 0.010
C -3.323020 0.750531 2.406872 1.25 -1.59 1.51 -0.441
O -3.052910 1.787411 1.756632 -0.47 -1.34 1.50 -0.064
O -4.370050 0.524151 3.264712 3.48 0.81 -2.20 0.006
C -5.472190 1.381061 3.120892 -2.44 -0.06 0.44 -0.031
H -1.571120 -2.830589 1.748132 -0.50 -0.07 -0.14 0.074
H -1.553290 -3.420699 3.383972 -0.09 0.43 0.33 0.098
H -0.680000 -1.911139 2.809122 0.34 -0.35 0.69 0.049
H -3.057220 -1.421579 4.087562 0.70 0.22 0.23 0.127
H -3.637700 -2.039549 2.644262 -0.26 0.65 -0.65 0.129
H -6.169180 0.732371 2.590332 -0.42 0.75 -0.37 0.105
H -5.348260 2.371831 2.683722 0.58 -0.42 -0.35 0.104
H -5.924460 1.540971 4.099662 0.33 -0.13 0.15 0.108
C 1.332160 -4.854269 -1.010018 0.09 -0.86 1.33 -0.047
C 2.653900 -4.380889 -1.573148 -1.38 -2.14 -1.55 -0.218
O 2.607610 -3.008719 -1.761638 0.16 5.41 -2.97 -0.006
C 2.458390 -2.382389 -2.995528 -1.01 -2.79 -1.10 -0.397
O 2.569190 -1.183509 -3.287928 0.11 -1.40 1.85 -0.038
O 2.081120 -3.297469 -3.975668 0.20 2.08 1.22 -0.016
C 1.626380 -2.783799 -5.290238 0.55 -0.24 0.21 0.027
H 1.377230 -5.932339 -0.855638 0.40 -0.13 0.26 0.090
H 0.456100 -4.803349 -1.656568 0.29 0.82 -0.30 0.081
H 1.137980 -4.404259 -0.036428 -0.25 0.08 -0.08 0.078
H 2.647070 -4.860539 -2.551918 0.94 -0.10 0.03 0.125
H 3.568260 -4.571529 -1.011268 -0.35 -0.29 0.16 0.139
H 1.034320 -3.593939 -5.715978 0.11 0.12 0.21 0.100
H 2.479000 -2.581699 -5.938528 0.16 -0.24 0.22 0.095
H 1.049030 -1.859589 -5.265608 -0.12 -0.21 0.64 0.080

(2)
10
Properties=species:S:1:pos:R:3:forces:R:3:lowdin_charge:R:1 method="wB97M-V/def2-TZVPD" gap_ev=9.01 homo_ev=-9.199 spin_multiplicity=1 total_energy_ev=-18101.978
C -0.434814 -0.082280 0.590080 -1.99 -1.85 -0.27 -0.669
C 0.375868 -1.147526 -0.214442 0.27 0.69 -0.25 -0.066
C 0.648364 0.866813 0.180420 -3.67 5.33 1.55 -0.619
H -0.975083 1.772285 -0.923731 -2.28 -2.46 1.81 0.187
H -0.418807 -0.591795 1.566524 -0.39 1.39 0.29 0.118
H 0.147107 -1.161402 -1.343364 0.03 -0.88 2.03 0.149
H 0.628261 -2.117766 0.409012 -0.08 1.99 -1.84 0.161
O 1.400181 -0.051637 -0.189588 5.86 -2.96 -2.17 0.073
O 0.632161 2.120570 0.018789 0.87 -4.08 0.29 0.017
S -2.003236 0.392740 -0.093696 1.38 2.83 -1.43 0.649

(3)
18
Properties=species:S:1:pos:R:3:forces:R:3:lowdin_charge:R:1 method="wB97M-V/def2-TZVPD" gap_ev=8.59 homo_ev=-8.888 spin_multiplicity=1 total_energy_ev=-19261.509
C -0.561273 2.109838 -0.133456 2.25 0.33 -3.12 -0.094
C 0.266819 0.939916 -0.604848 -0.18 -1.67 -2.09 -0.277
C 1.526834 0.562554 0.254698 -0.63 0.49 -1.01 -0.363
C 0.644273 -0.034506 1.306664 0.80 -2.89 0.48 -0.086
C -0.246240 -0.442446 -0.037178 0.46 1.17 3.52 -0.761
C 0.800128 -1.421489 -0.460967 2.88 -1.80 0.66 -0.117
H -0.054216 2.998880 -0.651068 -1.24 -0.74 1.26 0.128
H -0.626513 2.079348 0.907191 -0.11 0.71 1.59 0.058
H -1.540222 1.904560 -0.555557 -0.40 0.94 -0.32 -0.018
H 0.285183 0.799743 -1.803147 0.51 0.94 2.58 0.192
H 2.263942 1.245899 0.565614 0.93 1.13 -0.02 0.138
H 1.262493 -1.007187 1.775149 -2.05 2.78 -0.56 0.168
H 0.235868 0.667154 2.021175 -0.18 -0.22 0.18 0.096
H -2.479764 1.039143 -0.314947 0.66 -4.16 0.84 0.103
H 0.622124 -1.810161 -1.446219 0.45 -0.23 -0.58 0.101
H 1.145012 -2.308232 0.324874 -1.58 2.16 -2.20 0.168
O 2.113940 -0.506634 -0.434070 -2.58 -1.91 -0.23 -0.104
S -2.038042 -0.739955 0.043751 0.02 2.97 -0.99 0.666